(1)
DFT (wB97M-V/def2-TZVPD) results for a cluster of 5 separate species, C31H32F4N3O in total.

```
71
Properties=species:S:1:pos:R:3:forces:R:3
N 4.889 -1.379 -1.299 -1.16 -0.23 -0.12
C 3.421 -1.717 -1.248 0.75 -0.06 0.13
C 3.333 -3.304 -1.049 0.74 0.54 1.11
O 3.608 -4.046 -2.274 -0.91 1.48 0.76
C 2.000 -3.780 -0.299 -0.65 -0.63 -1.22
C 0.652 -3.066 -0.819 -0.32 0.13 2.11
C -0.360 -2.648 0.224 -2.00 1.21 -4.86
C -1.569 -2.004 -0.442 3.77 -1.71 -0.57
C -1.494 -1.872 -1.944 -1.02 0.53 0.04
N -0.522 -2.276 -2.838 -2.21 0.63 4.07
N 0.463 -2.863 -2.178 1.53 -0.86 1.93
H 5.327 -1.852 -2.099 -0.13 0.59 0.43
H 5.027 -0.363 -1.334 0.00 -0.68 -0.27
H 2.992 -1.146 -0.348 0.45 -1.13 -1.53
H 2.889 -1.371 -2.213 0.38 -0.61 1.31
H 4.204 -3.573 -0.348 -1.39 0.43 -0.91
H 3.431 -3.430 -3.012 0.25 -0.60 0.31
H 1.887 -4.902 -0.534 0.12 1.58 0.33
H 2.087 -3.707 0.842 -0.24 0.29 -1.80
H -0.252 -2.826 1.330 0.04 0.24 -1.52
H -2.474 -1.636 0.123 1.25 -0.45 -0.84
H -2.387 -1.351 -2.438 1.55 -0.90 0.70
H 1.211 -3.223 -2.803 -0.52 0.14 0.41
F 1.882 -4.002 -4.410 0.01 0.58 0.05
C 1.549 -5.219 -4.903 -0.35 -1.38 -0.55
C 2.146 -5.663 -6.070 0.19 0.32 0.01
C 1.809 -6.914 -6.575 -0.22 0.00 0.28
C 0.871 -7.701 -5.911 0.02 0.00 -0.03
C 0.275 -7.241 -4.741 0.16 0.05 -0.18
C 0.620 -5.995 -4.231 0.05 0.29 0.15
H 2.867 -5.033 -6.578 -0.03 -0.03 0.04
H 2.275 -7.276 -7.484 -0.03 0.09 0.09
H 0.606 -8.675 -6.307 0.02 0.11 0.05
H -0.458 -7.853 -4.227 0.08 0.08 -0.02
H 0.172 -5.625 -3.315 -0.02 -0.04 -0.03
F 1.784 -0.277 1.054 -0.34 -0.14 -0.28
C 2.281 0.171 2.228 0.49 0.47 1.22
C 1.422 0.730 3.160 -0.17 -0.14 -0.25
C 1.932 1.187 4.371 0.42 -0.14 -0.07
C 3.297 1.089 4.629 -0.03 -0.02 -0.03
C 4.151 0.530 3.682 -0.26 0.06 0.08
C 3.640 0.063 2.477 0.03 -0.15 -0.32
H 0.365 0.804 2.937 0.08 0.01 0.01
H 1.269 1.618 5.110 0.12 -0.07 -0.12
H 3.695 1.449 5.571 -0.04 -0.04 -0.10
H 5.214 0.459 3.884 -0.10 -0.02 -0.06
H 4.289 -0.383 1.731 0.00 0.03 0.01
F -0.697 2.166 4.489 -0.10 0.05 0.07
C -1.960 2.566 4.250 -0.91 0.31 -0.16
C -2.202 3.886 3.906 0.20 0.06 -0.02
C -3.507 4.297 3.653 0.01 -0.32 0.12
C -4.554 3.386 3.758 -0.06 0.03 -0.02
C -4.299 2.064 4.109 0.14 0.26 -0.08
C -2.994 1.649 4.351 0.15 -0.19 0.02
H -1.375 4.582 3.837 -0.01 -0.05 0.02
H -3.707 5.325 3.376 0.04 -0.12 0.10
H -5.572 3.709 3.565 0.11 -0.01 0.01
H -5.117 1.357 4.195 0.10 0.05 0.01
H -2.776 0.621 4.617 0.02 0.06 0.05
F -5.374 6.080 1.857 -0.14 -0.11 0.09
C -4.670 6.894 1.051 0.45 0.54 -0.54
C -5.260 8.053 0.574 -0.19 0.01 0.09
C -4.531 8.898 -0.256 0.22 -0.26 0.05
C -3.224 8.568 -0.608 0.01 0.04 -0.03
C -2.645 7.398 -0.127 -0.26 0.16 0.02
C -3.369 6.558 0.712 0.01 -0.18 0.10
H -6.280 8.289 0.853 0.06 -0.04 0.02
H -4.979 9.812 -0.628 0.01 -0.10 0.05
H -2.658 9.225 -1.259 -0.05 -0.07 0.07
H -1.629 7.140 -0.406 -0.09 0.01 0.06
H -2.930 5.648 1.103 -0.06 0.01 -0.04
```
Forces are in eV/Å.

Its net charge is +1. As for the HOMO-LUMO gap: 0.22047 hartree. For the LUMO energy, the calculation gives -4.77 eV.

Atom charges from the Mulliken analysis, given in e for atoms 1 to 6: -0.657, 0.558, -0.316, -0.510, -0.758, 0.770

***

(2)
DFT (wB97M-V/def2-TZVPD) results for a structure of composition C31H32MnN2O5P2.

```
73
Properties=species:S:1:pos:R:3:forces:R:3
Mn 0.134 -0.023 0.138 -0.10 0.34 0.25
O -0.092 -1.877 -1.044 -0.10 -0.13 -0.02
C -0.942 -1.636 -2.193 -0.01 0.01 0.02
C -2.187 -0.905 -1.738 0.02 -0.09 0.02
N -1.787 0.327 -1.050 -0.14 -0.03 -0.12
C -2.707 0.666 0.047 0.08 -0.01 0.17
C -2.421 -0.170 1.301 -0.39 0.19 -0.20
O -3.291 -0.383 2.105 0.19 -0.05 0.04
O -1.174 -0.586 1.410 0.27 -0.07 0.02
C -1.601 1.460 -1.965 0.08 0.19 0.02
C -0.555 2.442 -1.407 -0.32 -0.12 -0.22
O -0.502 3.576 -1.827 0.10 -0.01 0.05
O 0.221 1.908 -0.520 0.24 -0.02 0.30
H -0.553 -2.501 -0.462 0.07 0.04 -0.01
H -0.341 -1.027 -2.868 0.00 -0.03 -0.03
H -1.176 -2.581 -2.681 0.01 -0.01 -0.01
H -2.857 -0.712 -2.582 0.00 0.02 0.01
H -2.732 -1.536 -1.030 0.00 0.00 -0.02
H -2.547 1.712 0.322 0.01 0.00 0.00
H -3.757 0.550 -0.227 0.01 0.01 -0.06
H -1.225 1.101 -2.925 0.01 0.00 0.00
H -2.532 1.999 -2.155 -0.03 -0.06 -0.01
C 4.002 1.809 1.621 0.03 0.03 0.00
N 2.764 1.238 1.092 -0.28 -0.02 -0.05
P 2.581 0.297 -0.316 0.24 -0.20 0.07
C 3.719 -1.099 -0.149 -0.04 -0.01 -0.07
C 5.099 -0.906 -0.063 0.01 0.04 0.00
C 5.940 -1.988 0.134 0.00 -0.03 0.01
C 5.412 -3.270 0.234 0.01 0.02 0.00
C 4.044 -3.472 0.132 -0.02 0.00 0.00
C 3.199 -2.388 -0.058 0.07 0.01 -0.01
C 3.180 1.268 -1.700 -0.02 0.06 -0.05
C 3.881 0.651 -2.739 -0.02 0.03 0.05
C 4.251 1.390 -3.852 -0.01 0.00 0.00
C 3.922 2.736 -3.933 -0.01 -0.01 0.03
C 3.216 3.348 -2.904 0.04 0.02 -0.06
C 2.837 2.619 -1.791 0.03 -0.04 0.01
P 1.369 0.932 1.970 0.00 0.09 -0.05
C 1.740 -0.020 3.442 -0.02 -0.12 -0.11
C 1.991 -1.384 3.287 -0.01 0.02 0.06
C 2.340 -2.152 4.384 0.01 -0.01 -0.02
C 2.434 -1.561 5.638 -0.01 0.04 0.00
C 2.182 -0.204 5.795 0.02 -0.04 0.02
C 1.833 0.571 4.700 0.03 0.03 -0.02
C 0.556 2.440 2.466 -0.10 -0.11 0.04
C 0.925 3.677 1.950 0.05 0.02 -0.02
C 0.180 4.799 2.274 0.00 0.03 0.00
C -0.941 4.680 3.084 -0.01 -0.05 0.02
C -1.325 3.438 3.579 0.00 0.03 -0.02
C -0.580 2.313 3.272 0.06 -0.02 0.00
H 4.527 2.332 0.821 0.00 0.01 0.01
H 4.650 1.036 2.038 -0.02 0.00 0.01
H 3.761 2.528 2.403 0.01 0.02 -0.01
H 5.516 0.089 -0.163 0.02 -0.02 -0.02
H 7.009 -1.835 0.203 0.00 0.00 0.00
H 6.072 -4.115 0.381 0.00 0.00 0.00
H 3.636 -4.472 0.196 0.00 0.00 0.00
H 2.132 -2.544 -0.155 -0.03 -0.01 -0.01
H 4.139 -0.398 -2.676 0.01 -0.01 -0.02
H 4.798 0.914 -4.655 0.00 0.00 0.00
H 4.212 3.309 -4.803 0.00 0.01 0.00
H 2.942 4.392 -2.975 0.00 0.00 0.00
H 2.249 3.084 -1.012 0.00 0.00 -0.01
H 1.911 -1.845 2.310 0.00 -0.01 -0.01
H 2.531 -3.210 4.266 0.00 0.00 0.00
H 2.699 -2.162 6.497 0.00 0.00 0.00
H 2.257 0.252 6.773 0.00 0.00 0.00
H 1.639 1.628 4.826 -0.02 0.00 0.00
H 1.775 3.759 1.285 -0.01 0.01 -0.01
H 0.463 5.765 1.879 0.00 0.00 0.00
H -1.527 5.557 3.326 0.01 0.01 -0.01
H -2.207 3.346 4.198 0.00 0.00 0.00
H -0.880 1.340 3.645 -0.03 0.02 0.00
```
Forces are in eV/Å.

The expectation value of S² is 6.2186. Its net charge is +1. Its relative energy (zero: lowest compared OMol25 entry of this formula, charge and spin) is 0.0 kJ/mol. As for the HOMO-LUMO gap (alpha / beta): 0.24525 / 0.32091 hartree. For the LUMO energy (alpha / beta), the calculation gives -4.70 / -2.96 eV. The multiplicity is 5.

Atom charges from the Mulliken analysis, given in e for atoms 1 to 6: 0.215, -0.404, -0.737, -0.851, 0.707, -0.759

***

(3)
DFT (wB97M-V/def2-TZVPD) results for a structure of composition C31H32N4O7S2Tc.

```
77
Properties=species:S:1:pos:R:3:forces:R:3
Tc -0.546 1.037 -0.202 0.01 -0.07 0.01
C 2.491 1.492 3.165 0.01 0.00 0.00
O 2.008 0.846 1.997 0.00 -0.01 0.00
C 1.938 -0.507 2.016 -0.01 0.02 -0.01
C 2.290 -1.286 3.112 0.01 -0.01 0.01
C 2.259 -2.670 3.023 -0.01 0.01 -0.01
C 1.886 -3.292 1.843 0.01 0.00 0.00
C 1.513 -2.518 0.756 0.02 0.00 -0.01
C 1.515 -1.135 0.841 -0.01 -0.01 0.00
N 1.072 -0.365 -0.299 -0.03 0.04 0.00
N 1.561 -0.814 -1.370 -0.01 0.00 0.00
C 1.270 -0.347 -2.615 0.00 -0.01 0.00
C 0.586 0.847 -2.904 -0.01 0.01 0.01
O 0.066 1.623 -1.995 0.01 0.02 -0.02
C 0.490 1.284 -4.255 -0.01 0.01 -0.03
C 1.008 0.542 -5.263 0.00 0.00 0.02
C 1.686 -0.688 -5.020 0.00 -0.02 -0.01
C 2.208 -1.453 -6.083 0.00 0.01 0.00
C 2.860 -2.630 -5.839 0.00 -0.01 0.01
C 3.008 -3.076 -4.515 0.00 0.00 -0.01
C 2.505 -2.351 -3.465 0.00 0.01 0.01
C 1.831 -1.136 -3.694 0.02 -0.02 0.00
H 1.815 1.335 4.008 0.00 0.00 0.00
H 2.533 2.551 2.927 0.00 0.00 -0.01
H 3.495 1.144 3.417 0.00 0.00 0.00
H 2.588 -0.820 4.039 0.00 0.01 0.00
H 2.533 -3.260 3.888 0.00 0.00 0.00
H 1.866 -4.371 1.770 0.00 0.00 0.00
H 1.175 -2.972 -0.164 0.01 0.00 0.01
H -0.028 2.216 -4.436 0.00 0.00 0.00
H 0.907 0.881 -6.288 0.00 0.00 0.00
H 2.080 -1.091 -7.097 0.00 0.00 0.00
H 3.258 -3.217 -6.656 0.00 0.00 0.00
H 3.521 -4.009 -4.320 0.00 0.00 0.00
H 2.618 -2.706 -2.451 0.00 0.00 0.00
C -4.033 -2.001 4.816 0.00 -0.01 -0.01
C -3.594 -1.984 3.380 -0.01 0.00 0.01
C -4.335 -1.317 2.408 -0.01 0.01 0.00
C -3.909 -1.274 1.091 0.01 0.01 0.01
C -2.720 -1.899 0.746 0.00 -0.01 0.00
C -1.969 -2.579 1.692 0.00 0.00 0.01
C -2.415 -2.620 3.002 0.00 0.00 -0.01
S -2.133 -1.762 -0.909 0.00 0.02 0.00
O -0.883 -2.465 -0.980 -0.02 0.00 -0.01
O -3.201 -2.114 -1.801 0.00 0.00 -0.02
N -1.827 -0.164 -1.133 0.00 -0.05 0.02
C -2.821 0.618 -1.877 -0.01 0.02 0.04
C -3.044 1.955 -1.187 0.06 0.02 -0.13
O -3.975 2.674 -1.432 -0.03 -0.01 0.04
O -2.073 2.265 -0.338 0.02 0.01 0.09
H -4.956 -1.441 4.956 0.00 0.00 0.00
H -3.263 -1.555 5.448 -0.01 0.00 0.00
H -4.197 -3.023 5.162 0.00 0.00 0.00
H -5.256 -0.819 2.687 0.00 0.00 0.00
H -4.492 -0.753 0.342 0.00 0.00 0.00
H -1.041 -3.051 1.402 -0.01 0.00 0.00
H -1.822 -3.135 3.749 0.00 0.00 0.00
H -3.761 0.083 -1.980 0.00 -0.01 -0.01
H -2.458 0.837 -2.887 -0.01 0.00 0.00
S -1.005 0.410 4.453 0.04 0.07 0.01
C -0.993 0.483 2.858 -0.07 -0.15 -0.02
N -0.973 0.534 1.680 0.01 0.10 0.00
C 2.744 2.694 -0.579 -0.01 -0.03 0.01
C 1.492 3.511 -0.369 -0.02 0.00 -0.03
O 0.545 2.810 0.479 0.09 -0.05 0.01
C 0.065 3.599 1.596 -0.08 0.04 0.00
C -0.822 4.748 1.168 0.02 -0.01 -0.03
H 3.432 3.260 -1.210 0.00 0.00 0.00
H 2.525 1.752 -1.079 0.02 0.03 0.00
H 3.236 2.471 0.366 0.00 0.00 0.00
H 0.997 3.730 -1.312 -0.02 0.02 -0.01
H 1.724 4.454 0.126 0.02 -0.01 0.02
H 0.947 3.958 2.133 0.01 -0.02 0.00
H -0.467 2.904 2.239 0.00 0.02 -0.01
H -0.292 5.447 0.521 0.00 0.01 0.01
H -1.140 5.294 2.058 0.00 -0.01 0.00
H -1.702 4.380 0.646 0.00 0.00 0.01
```
Forces are in eV/Å.

The expectation value of S² is 3.7780. Its net charge is 0. Its relative energy (zero: lowest compared OMol25 entry of this formula, charge and spin) is 0.0 kJ/mol. As for the HOMO-LUMO gap (alpha / beta): 0.26162 / 0.23692 hartree. For the LUMO energy (alpha / beta), the calculation gives -1.05 / -1.92 eV. The multiplicity is 4.

Atom charges from the Mulliken analysis, given in e for atoms 1 to 6: -0.666, -1.228, 0.114, -0.406, -0.742, -0.844

***

no.,maximum force (eV/A),E (eV)
1,5.4,-50044.28581
2,0.5,-95779.19703
3,0.2,-76829.04815